*P*
DFT (ωB97M-V/def2-TZVPD) results for a molecular structure, C5H8Cl2.

Its LUMO energy is 0.83 eV. Its highest occupied orbital energy is -0.36076 hartree.

Positions of all 15 atoms, in Å:
C: -1.9033 -0.7395 -1.6165
C: -1.2289 -1.3877 -0.7123
C: 1.5725 1.1827 1.0876
C: 0.0863 -0.6185 0.4285
C: 0.3760 0.8573 0.2453
Cl: 1.4002 -1.6823 0.1782
Cl: 0.3794 1.4988 -1.4461
H: -2.6929 -1.1352 -2.2192
H: -1.6061 0.2419 -1.8760
H: -1.3313 -2.3647 -0.2282
H: 1.7239 2.1833 1.6136
H: 2.5242 0.9346 0.5698
H: 1.4795 0.4719 1.9356
H: -0.2609 -0.7429 1.4370
H: -0.5183 1.3003 0.6025

Calculated atomic charges, method Löwdin, unit e: C -0.05; C -0.09; C -0.16; C -0.70; C -0.78; Cl 0.66; Cl 0.62; H 0.05; H -0.02; H 0.07; H 0.10; H 0.08; H 0.07; H 0.08; H 0.08

---

*Q*
DFT (ωB97M-V/def2-TZVPD) results for C5H8Cl2 in the gas phase.

Its LUMO energy is 0.69 eV. Its highest occupied orbital energy is -0.33410 hartree. Its SMILES is CC(C)=CC(Cl)Cl.

Positions of all 15 atoms, in Å:
C: 2.0347 -0.1029 -0.4782
C: 0.5305 -0.1100 -0.1513
C: 0.3499 0.1690 1.3998
C: -0.6138 -0.3282 -0.9736
C: -2.0273 0.1311 -0.6309
Cl: -2.2276 1.7052 -0.0217
Cl: -2.7701 -1.3135 0.2386
H: 2.2185 1.0512 -0.3590
H: 2.6728 -0.7277 0.4787
H: 2.2369 -0.7242 -1.5532
H: -0.6627 0.1205 1.5735
H: 0.5438 1.2515 1.6118
H: 0.9394 -0.5251 2.1058
H: -0.2575 -0.6701 -1.8952
H: -2.9676 0.0733 -1.3450

Calculated atomic charges, method Löwdin, unit e: C -0.11; C -0.34; C -0.10; C -0.17; C -1.11; Cl 0.66; Cl 0.51; H 0.10; H 0.14; H 0.13; H -0.02; H 0.08; H 0.11; H 0.07; H 0.06

---

Pick *P*: it beats the second-best structure by 0.0412 hartree.